Record 1
C40H85N4O24P7S as an isolated structure at a distorted geometry, computed with wB97M-V/def2-TZVPD.

Each line ends with the Mulliken charge.
Atoms and positions in Å:
C (-1.476, 5.119, 1.021)  -0.7183
C (-1.083, 4.456, -0.324)  -0.7271
C (-2.119, 3.413, -0.799)  0.6508
C (-2.167, 2.140, 0.084)  0.6828
C (-3.285, 2.228, 1.174)  -1.6299
C (-2.339, 0.825, -0.698)  -0.6255
C (-1.794, -0.340, -0.244)  0.2535
C (-1.010, -0.340, 1.071)  0.4273
C (-1.756, -0.461, 2.241)  -0.4715
C (-1.038, -0.499, 3.451)  -0.9819
C (0.345, -0.410, 3.298)  -0.5012
C (0.992, -0.258, 2.077)  -0.5685
N (0.301, -0.221, 0.939)  -0.5677
C (-1.908, -1.643, -0.933)  0.3144
P (-1.107, -3.078, -0.066)  0.3956
C (0.013, -4.069, -1.155)  -0.2236
C (1.081, -4.828, -0.290)  -1.0056
C (-2.355, -4.145, 0.830)  -0.4064
C (-3.785, -3.535, 0.678)  -0.8168
C (-2.598, -1.738, -2.112)  -0.0188
C (-2.829, -3.017, -2.905)  -1.6927
N (-1.640, -3.524, -3.611)  -0.1795
C (-0.971, -2.493, -4.409)  -0.9179
C (-3.200, -0.540, -2.650)  0.6212
N (-3.895, -0.439, -3.764)  -0.6476
S (-4.400, 1.096, -3.912)  0.0388
N (-3.723, 1.703, -2.571)  -0.5074
C (-3.072, 0.737, -1.939)  0.6917
H (-1.469, 4.394, 1.852)  0.0319
H (-0.789, 5.950, 1.240)  0.4492
H (-2.525, 5.479, 0.929)  0.0209
H (-0.114, 3.940, -0.195)  0.2769
H (-1.007, 5.236, -1.094)  0.3868
H (-3.131, 3.838, -0.911)  0.2831
H (-1.810, 3.115, -1.816)  -0.7623
H (-1.200, 2.064, 0.612)  0.5525
H (-3.499, 1.214, 1.533)  0.4070
H (-2.952, 2.805, 2.052)  0.3074
H (-4.189, 2.705, 0.767)  0.3443
H (-2.842, -0.544, 2.226)  0.3293
H (-1.523, -0.596, 4.420)  0.4722
H (0.965, -0.446, 4.202)  0.4180
H (2.081, -0.181, 2.050)  0.5322
H (-0.511, -4.811, -1.772)  0.3855
H (0.495, -3.360, -1.844)  0.2385
H (0.857, -4.622, 0.770)  0.3991
H (2.090, -4.493, -0.553)  0.1763
H (0.957, -5.904, -0.473)  0.2705
H (-2.103, -4.062, 1.901)  0.3782
H (-2.303, -5.216, 0.586)  0.5577
H (-4.004, -3.448, -0.394)  0.0962
H (-4.537, -4.120, 1.224)  0.4341
H (-3.741, -2.501, 1.058)  0.0387
H (-3.604, -2.806, -3.671)  0.5069
H (-3.247, -3.818, -2.273)  0.3436
H (-1.959, -4.213, -4.289)  0.2836
H (-1.582, -2.121, -5.260)  0.3367
H (-0.097, -2.979, -4.883)  0.2751
H (-0.563, -1.670, -3.807)  0.2808
C (0.802, 4.678, -7.138)  -0.7683
O (0.269, 5.295, -5.966)  -0.3216
P (0.290, 4.498, -4.582)  0.9496
O (-0.269, 5.257, -3.469)  -0.6012
O (1.794, 4.031, -4.412)  -0.2773
C (2.800, 5.046, -4.349)  -0.7217
O (-0.427, 3.125, -4.909)  -0.2111
C (-1.859, 3.140, -4.965)  -0.1608
H (1.559, 5.337, -7.563)  0.2762
H (1.256, 3.710, -6.925)  0.3569
H (0.000, 4.543, -7.863)  0.2732
H (2.373, 6.029, -4.150)  0.3484
H (3.334, 5.071, -5.300)  0.2574
H (3.500, 4.792, -3.556)  0.2311
H (-2.183, 2.361, -5.653)  0.3173
H (-2.231, 4.102, -5.323)  0.3806
H (-2.262, 2.936, -3.978)  -0.1930
C (-3.225, -8.631, 5.348)  -0.7451
O (-3.060, -7.873, 4.149)  -0.2486
P (-1.957, -8.319, 3.084)  0.9197
O (-1.913, -7.464, 1.904)  -0.4657
O (-2.262, -9.851, 2.816)  -0.3876
C (-3.548, -10.187, 2.289)  -0.6679
O (-0.615, -8.404, 3.920)  -0.3352
C (0.048, -7.167, 4.206)  -0.6413
H (-4.269, -8.934, 5.425)  0.2660
H (-2.597, -9.522, 5.363)  0.3605
H (-2.973, -8.002, 6.201)  0.2685
H (-4.059, -9.316, 1.878)  0.3193
H (-4.154, -10.618, 3.087)  0.2576
H (-3.418, -10.929, 1.504)  0.2617
H (0.598, -7.287, 5.137)  0.2574
H (-0.666, -6.350, 4.321)  0.3136
H (0.746, -6.933, 3.404)  0.2509
C (4.248, 2.050, 0.356)  -0.7054
O (5.612, 2.195, -0.039)  -0.2894
P (6.722, 1.306, 0.686)  0.9989
O (8.071, 1.534, 0.178)  -0.7161
O (6.183, -0.181, 0.570)  -0.2831
C (5.984, -0.714, -0.742)  -0.6738
O (6.505, 1.595, 2.229)  -0.2788
C (7.035, 2.825, 2.745)  -0.6113
H (3.649, 1.824, -0.525)  0.3152
H (4.114, 1.252, 1.088)  0.3154
H (3.908, 2.991, 0.788)  0.3393
H (6.491, -0.121, -1.503)  0.3548
H (4.914, -0.735, -0.954)  0.2227
H (6.369, -1.731, -0.765)  0.2547
H (6.424, 3.131, 3.592)  0.1766
H (7.012, 3.614, 1.992)  0.3266
H (8.060, 2.667, 3.079)  0.2725
C (7.064, -6.945, -3.531)  -0.7769
O (5.999, -6.247, -2.884)  -0.2517
P (4.500, -6.773, -3.048)  0.8256
O (3.523, -5.974, -2.318)  -0.3237
O (4.572, -8.305, -2.651)  -0.3566
C (5.011, -8.626, -1.329)  -0.6746
O (4.285, -6.861, -4.615)  -0.3497
C (4.014, -5.635, -5.301)  -0.6466
H (7.808, -7.213, -2.782)  0.2712
H (6.720, -7.853, -4.027)  0.3589
H (7.521, -6.287, -4.269)  0.2657
H (4.977, -7.759, -0.668)  0.3216
H (6.033, -9.002, -1.378)  0.2575
H (4.366, -9.405, -0.929)  0.2614
H (4.380, -5.731, -6.321)  0.2557
H (4.515, -4.792, -4.824)  0.3060
H (2.940, -5.458, -5.321)  0.2479
C (-8.208, 6.960, -0.887)  -0.7778
O (-7.174, 6.064, -0.478)  -0.2524
P (-5.750, 6.649, -0.055)  0.5455
O (-4.801, 5.620, 0.354)  -0.1420
O (-6.084, 7.753, 1.032)  -0.3573
C (-6.760, 7.329, 2.218)  -0.7008
O (-5.308, 7.535, -1.289)  -0.3214
C (-4.774, 6.841, -2.425)  -0.6717
H (-9.087, 6.778, -0.269)  0.2660
H (-7.914, 8.004, -0.784)  0.3610
H (-8.456, 6.760, -1.928)  0.2718
H (-6.715, 6.248, 2.348)  0.3233
H (-7.804, 7.642, 2.159)  0.2683
H (-6.294, 7.812, 3.074)  0.2627
H (-4.986, 7.434, -3.312)  0.2817
H (-5.229, 5.856, -2.540)  0.3315
H (-3.695, 6.735, -2.314)  0.2528
C (1.046, 5.632, 5.244)  -0.6271
O (2.418, 5.754, 4.863)  -0.2966
P (3.517, 4.846, 5.578)  1.1209
O (4.869, 5.065, 5.072)  -0.6807
O (2.966, 3.368, 5.444)  -0.3668
C (2.763, 2.865, 4.122)  -0.6368
O (3.310, 5.117, 7.126)  -0.3155
C (3.859, 6.330, 7.651)  -0.6957
H (0.456, 5.423, 4.352)  0.1620
H (0.888, 4.831, 5.968)  0.3658
H (0.715, 6.575, 5.678)  0.2820
H (3.273, 3.473, 3.373)  0.3888
H (1.693, 2.859, 3.909)  0.2239
H (3.139, 1.846, 4.069)  0.2306
H (3.256, 6.631, 8.505)  0.2506
H (3.842, 7.129, 6.908)  0.3382
H (4.882, 6.155, 7.978)  0.2663

Output
* total charge: 0
* DFT total energy: -173828.8409 eV
* frontier orbital gap: 6.448 eV

Record 2
An isolated molecule of C4H3IO at a distorted geometry, computed with wB97M-V/def2-TZVPD.

Each line ends with the Mulliken charge.
Atoms and positions in Å:
C (-0.523, 0.537, 0.203)  -0.2151
C (0.128, 0.033, -0.895)  0.0498
C (-0.504, 0.185, 1.482)  -0.0761
C (1.253, -0.532, -1.306)  -0.3405
O (-0.178, -0.753, 2.138)  -0.5238
I (2.242, -2.252, -1.883)  0.2888
H (-1.166, 1.363, 0.024)  0.2761
H (-0.256, 0.493, -1.826)  0.2487
H (-0.997, 0.925, 2.062)  0.2921

Output
* total charge: 0
* ΔE to the lowest compared entry with this formula, charge and spin: 69.0 kcal per mole
* DFT total energy: -14338.9562 eV
* frontier orbital gap (spin up / spin down): 6.445 / 6.446 eV